(1)
80
Properties=species:S:1:pos:R:3:forces:R:3 method="wB97M-V/def2-TZVPD" charge=+2
Sr -0.3064 -1.0785 -0.0984 2.09 2.85 -0.83
P -0.7179 1.2794 -1.6545 -0.39 1.07 -0.91
O -2.0716 -0.0397 1.3944 -0.34 -0.06 0.14
O -2.4236 -1.8194 -0.6494 -1.19 -0.60 -0.33
O -0.4521 -2.0278 2.0021 -0.24 -0.80 1.28
O -0.1042 -3.3160 -0.3657 -0.07 -1.78 -0.10
N 1.9830 -0.8261 1.1393 0.40 -0.08 0.39
N 1.8765 -0.2754 -1.7555 -0.17 0.09 -0.12
C -3.5423 3.7497 -3.3325 0.03 0.05 0.03
C -3.5138 -0.9996 -0.2191 -0.21 0.42 0.28
C 3.6861 -0.6616 4.0968 -0.05 0.00 -0.07
C -2.5606 -3.2165 -0.4070 0.05 -0.40 0.00
C 5.2659 -0.7124 2.1236 -0.07 0.02 -0.05
C -3.3670 -0.6220 1.2468 -0.05 -0.25 -0.21
C 0.6250 2.6186 -3.7553 0.05 -0.03 0.00
C 0.0133 3.9614 2.0223 0.06 0.01 0.02
C -1.5525 -0.0419 2.7199 0.28 -0.20 0.08
C 0.6725 1.6039 -2.7984 0.00 -0.17 0.08
C 0.4273 -3.9067 0.8201 0.22 -0.08 0.47
C -1.2936 -3.8857 -0.9221 -0.45 -0.11 -0.23
C -4.3221 2.8506 -4.0477 -0.01 0.03 -0.01
C -1.5188 2.8571 0.5303 0.08 0.03 0.03
C 1.6458 2.7744 -4.6760 -0.01 0.04 -0.03
C 1.0805 3.5330 1.2466 0.03 0.01 0.08
C 2.7939 0.9028 -3.7104 0.03 -0.05 0.02
C -2.1648 1.9336 -2.5472 0.11 0.15 0.13
C -0.4522 2.4428 -0.2693 0.17 -0.19 0.04
C -4.0273 1.4963 -4.0169 -0.04 -0.06 -0.05
C 0.8500 2.7775 0.1056 -0.09 0.03 -0.08
C -1.2848 3.6254 1.6606 -0.08 -0.02 -0.01
C 4.1305 -2.8363 2.8892 -0.06 0.03 -0.05
C -0.2711 -3.4353 2.0923 -0.01 -0.33 -0.07
C -2.9550 1.0379 -3.2656 0.07 0.02 0.05
C -1.1084 -1.4494 3.1258 -0.33 0.25 0.17
C 3.9895 -1.3124 2.7355 0.37 -0.08 0.37
C 1.7794 0.7510 -2.7727 -0.05 0.13 -0.12
C 2.7270 1.9057 -4.6620 0.01 -0.01 0.00
C 2.8666 -1.0414 1.8444 -0.23 0.15 -0.32
C -2.4654 3.2971 -2.5866 -0.09 -0.12 -0.01
H -2.1180 3.9732 2.2581 0.00 0.00 -0.01
H 4.3443 -3.3143 1.9326 0.01 0.00 0.01
H -1.9632 -2.0718 3.4091 0.03 -0.04 -0.04
H -3.7685 4.8077 -3.3607 -0.01 -0.01 0.00
H 0.3930 -4.9965 0.7704 0.01 0.01 -0.09
H 5.1652 0.3630 1.9785 0.01 0.00 0.01
H 3.2261 -3.2759 3.3135 0.01 0.00 0.01
H -1.8572 4.0029 -2.0363 0.01 0.04 0.03
H -1.2410 -3.9278 2.2218 -0.01 0.07 0.03
H 4.9576 -3.0448 3.5663 0.00 0.00 0.00
H -4.6308 0.7994 -4.5837 0.01 -0.01 0.01
H 0.1907 4.5710 2.8985 0.00 -0.01 0.00
H 0.3493 -3.6967 2.9553 0.01 0.01 -0.02
H -4.4726 -1.4907 -0.3953 0.03 -0.03 -0.05
H 1.5929 3.5646 -5.4126 -0.01 -0.01 0.01
H 3.6469 0.2336 -3.6923 -0.01 0.00 0.02
H -2.2794 0.3359 3.4416 0.01 0.08 -0.03
H -4.1457 0.0936 1.5221 0.01 0.02 0.03
H -3.4147 -3.6209 -0.9573 -0.01 0.04 0.01
H 2.4453 -1.0317 -2.1231 0.02 -0.07 0.06
H 2.7869 -1.0865 4.5448 0.01 0.00 0.01
H 1.6790 2.4835 -0.5287 0.04 0.03 0.05
H -0.4382 -1.3921 3.9876 0.03 -0.02 -0.03
H -0.2283 3.2797 -3.7979 -0.03 0.01 0.01
H 3.5223 2.0110 -5.3875 -0.01 0.00 0.00
H -2.7135 -3.4191 0.6576 -0.03 0.09 0.00
H 2.3973 0.1002 -0.9685 0.02 -0.05 0.06
H -1.3396 -4.9614 -0.7451 0.08 0.00 0.03
H -3.4716 -1.5057 1.8838 0.03 0.04 0.04
H 5.5020 -1.1777 1.1666 0.00 0.01 0.00
H 4.5231 -0.8468 4.7687 0.00 -0.01 -0.01
H 2.0917 3.8034 1.5228 -0.01 0.01 -0.03
H -2.7161 -0.0208 -3.2473 -0.02 -0.01 -0.03
H -0.6934 0.6324 2.6945 -0.07 0.05 0.02
H -5.1579 3.2096 -4.6334 0.00 -0.01 0.00
H 3.5551 0.4159 3.9983 0.01 0.00 0.01
H 6.0970 -0.8899 2.8049 -0.01 -0.01 0.01
H -2.5335 2.5931 0.2597 -0.03 0.03 -0.02
H -3.4630 -0.0929 -0.8237 -0.03 -0.07 -0.08
H -1.2273 -3.7130 -1.9973 0.06 -0.08 0.01
H 1.4703 -3.5905 0.8503 0.00 -0.06 -0.06

***

(2)
39
Properties=species:S:1:pos:R:3:forces:R:3 method="wB97M-V/def2-TZVPD" smiles="CCc1ccccc1N/N=C(/C)c1c(O)cc(C)oc1=O"
O -3.0868 -2.2210 -1.1961 -0.04 0.19 0.13
O -0.7863 1.0950 1.3230 -0.42 -0.13 -0.17
O -2.8042 1.4722 0.5224 -0.23 0.34 0.04
N 1.1340 -0.3583 -0.1020 -0.66 0.81 -0.42
N 0.5512 -1.4647 0.3229 0.05 -0.52 0.13
C -0.7083 -1.6547 0.4127 0.00 0.10 0.02
C 2.5161 -0.2734 -0.1315 0.64 -0.21 0.00
C 4.5301 0.9543 -0.5396 0.01 -0.15 0.04
C -1.7234 0.6364 0.7045 0.56 -0.13 0.24
C -4.9458 2.1684 -0.2162 0.26 -0.05 0.09
C 4.6627 -1.3357 0.1358 0.04 0.10 -0.03
C -3.9947 -0.1122 -0.7289 -0.03 0.20 0.13
C -1.0998 -3.0354 0.8937 0.08 0.05 0.13
C -1.8032 -0.6921 0.1445 -0.10 0.03 -0.26
C 3.1439 0.9228 -0.5081 -0.13 -0.01 -0.11
C -2.9256 -1.0392 -0.5770 0.56 0.25 0.20
C 3.2853 -1.3948 0.1782 -0.12 -0.03 0.06
C 2.3672 2.1685 -0.8425 0.01 0.01 0.23
C -3.8978 1.1094 -0.1583 -0.33 -0.58 -0.43
C 1.9221 2.9120 0.4203 -0.03 0.00 -0.16
C 5.2929 -0.1560 -0.2225 0.18 0.01 0.01
H 1.4321 3.8460 0.1528 -0.08 0.10 0.05
H 1.4953 1.9270 -1.4572 0.01 0.04 -0.09
H 1.2273 2.3183 1.0087 -0.03 0.00 0.09
H -2.3111 -2.7816 -1.0593 -0.01 0.05 0.00
H -4.8589 -0.4112 -1.2942 -0.17 0.08 -0.05
H 3.0059 2.8290 -1.4337 -0.07 -0.08 -0.06
H 5.2456 -2.2105 0.3837 0.03 -0.08 0.02
H -0.4693 -3.2962 1.7406 -0.01 -0.09 0.02
H 6.3706 -0.0999 -0.2573 0.09 0.01 -0.01
H -5.2493 2.4400 0.7935 -0.04 0.01 0.06
H 2.7863 3.1400 1.0401 0.07 0.04 0.06
H -5.8084 1.8209 -0.7747 -0.04 -0.02 -0.03
H 0.6080 0.5054 -0.1801 0.00 -0.25 0.17
H -0.9276 -3.7960 0.1295 -0.05 -0.12 -0.05
H 2.7743 -2.3017 0.4589 0.02 -0.06 0.01
H -2.1380 -3.0674 1.2161 -0.06 -0.07 0.02
H -4.5415 3.0628 -0.6874 0.01 0.06 -0.04
H 5.0227 1.8741 -0.8232 0.02 0.11 -0.05

***

(3)
40
Properties=species:S:1:pos:R:3:forces:R:3 method="wB97M-V/def2-TZVPD" smiles="NCCCC[C@H](NC(=O)[C@@H](N)CCC(=O)O)C(=O)O"
O -0.5712 -1.9635 -0.9654 2.77 1.39 -1.75
O -0.3926 2.9825 -0.9606 0.52 -0.58 -0.81
O -3.2221 -1.6846 -0.5858 -0.20 0.56 0.41
O -5.2247 -1.4605 0.2125 -3.50 -0.75 -0.54
O -0.1916 -1.4332 1.1435 1.63 2.20 -4.21
N 0.3126 0.8539 -1.4247 1.51 -0.06 -0.16
N -1.5429 2.3528 1.4395 -0.07 -0.61 -0.93
N 6.4252 -0.0203 0.6412 0.11 1.28 0.73
C 0.0613 -1.1798 -0.0957 -1.42 -3.86 4.90
C -4.0330 -1.0225 0.0322 2.52 -1.23 0.22
C 4.3166 -1.1839 -0.2244 0.92 0.73 0.53
C 2.2290 0.1571 0.2749 -1.25 3.27 1.61
C -2.9824 1.1553 -0.1202 -0.01 -0.94 -3.13
C 1.0860 -0.2672 -0.6741 0.51 1.87 -0.75
C -1.5276 1.3544 0.3253 0.94 0.20 0.68
C 5.2728 0.1693 -0.2783 0.16 -2.86 -1.21
C 3.1331 -0.9171 0.7294 3.79 1.34 0.30
C -3.8467 0.2381 0.7546 2.67 1.42 -0.50
C -0.4488 1.7773 -0.7633 -2.13 1.42 1.52
H -1.4688 -1.9814 -0.7185 -2.69 -0.57 0.78
H -3.3093 0.1367 1.6753 0.40 -0.77 0.66
H -0.9872 3.1394 1.1281 0.00 0.17 0.38
H 2.6192 -1.7465 1.0436 -1.40 -2.31 0.38
H -3.4878 2.0739 -0.3604 0.14 0.79 0.52
H 7.1706 0.7472 0.4956 -1.88 -1.58 0.69
H -4.7747 0.6074 1.0839 -1.19 1.03 0.07
H 2.7792 1.0769 -0.1437 -0.85 -1.57 0.24
H 6.0825 -0.0629 1.6492 0.90 0.44 -1.81
H 4.6666 1.0798 -0.1011 0.48 -0.47 -0.29
H 4.9149 -2.0493 0.1047 0.15 0.63 0.50
H -3.0349 0.6515 -1.1532 0.62 0.64 1.22
H 5.6944 0.0922 -1.3325 -0.49 0.83 1.26
H 4.0447 -1.5961 -1.2064 -0.40 0.92 -0.16
H -1.0798 0.4517 0.7182 -0.78 -0.32 0.32
H 3.6166 -0.5621 1.7180 -0.60 -0.39 -1.40
H 0.8221 1.3858 -2.1859 -0.30 -1.22 1.33
H 1.9188 0.5251 1.3033 -0.87 0.11 -1.49
H -1.2007 1.9367 2.2951 0.32 0.23 -0.11
H -5.7543 -0.6494 0.3293 -0.35 -0.94 0.36
H 1.6590 -0.7727 -1.4505 -0.66 -0.43 -0.36

***

In the order shown, the computed energy relative to the best compared isomer or geometry (same formula, charge and spin) values come out to 103.0 273.5 307.0 kJ/mol.
In the order shown, the computed LUMO energy values come out to -4.3709 0.1945 0.4304 eV.